--- one ---
This record from OMol25 describes a 2-piece molecular cluster, C6H14N3 overall. The level of theory is ωB97M-V/def2-TZVPD.

Structure (XYZ):
```
23
Properties=species:S:1:pos:R:3:lowdin_charge:R:1
C -2.40637 2.35426 0.03986 0.121
C -2.10825 1.10533 -0.38817 -0.075
C 1.17808 0.55089 1.24691 -0.006
C -1.01832 0.37374 0.15125 -0.224
C -0.35413 -1.93333 -0.84744 -0.044
C -1.19129 -1.10594 0.24390 -0.141
N 0.08607 0.99172 0.60120 0.020
N 2.87937 -0.88788 -0.58701 0.028
N 2.39880 0.33912 -0.32958 -0.075
H -3.22888 2.81342 -0.27442 0.028
H -1.69074 2.95605 0.69790 0.109
H -2.82425 0.46109 -0.84047 0.116
H 1.57392 1.22088 2.02769 0.121
H 1.14507 -0.46373 1.68724 0.126
H -0.70158 -1.63206 -1.91837 0.108
H -0.48487 -3.03919 -0.65875 0.095
H 0.74398 -1.67764 -0.84870 0.031
H -0.99382 -1.49701 1.16142 0.087
H -2.17735 -1.22184 0.00502 0.074
H 0.02707 2.02131 0.35270 0.180
H 3.85636 -0.92587 -0.28161 0.064
H 1.71590 0.61150 -1.00314 0.102
H 3.12963 1.05117 -0.48912 0.154
```

Computed properties:
lowest unoccupied orbital energy (spin up / spin down) = -5.0 / -4.7 eV
HOMO energy (spin up / spin down) = -11.25 / -12.79 eV
gap between HOMO and LUMO (spin up / spin down) = 6.21 / 8.04 eV
net charge = +1



--- two ---
This record from OMol25 describes an isolated ion of composition C6H14N3 and charge +1. The level of theory is ωB97M-V/def2-TZVPD.

Structure (XYZ):
```
23
Properties=species:S:1:pos:R:3:lowdin_charge:R:1
C 1.52443 -1.13415 -1.07121 0.021
C 1.12366 0.05910 -0.02365 -0.508
C 2.26050 1.07723 0.09461 -0.026
N 0.53660 -0.51252 1.28342 0.011
C -0.84041 -0.92592 1.03983 -0.134
C -1.36304 0.03636 -0.04165 -0.290
C -2.63755 0.01162 -0.81585 0.018
N -0.85794 1.32387 0.42099 0.114
N -0.01284 0.78282 -0.60465 0.112
H 2.19909 -0.88377 -1.92132 0.093
H 0.56988 -1.40692 -1.57471 0.087
H 2.02865 -1.88005 -0.49705 0.068
H 2.00384 2.04106 0.68770 0.110
H 2.58751 1.20865 -0.95805 0.098
H 2.98842 0.71321 0.83696 0.090
H 1.07501 -1.36875 1.55239 0.146
H -1.45567 -0.75892 1.93508 0.139
H -0.98255 -1.94270 0.81318 0.116
H -2.67830 -0.60295 -1.75084 0.114
H -2.99550 1.03277 -1.13738 0.112
H -3.24948 -0.40955 0.03411 0.117
H -1.32484 2.23348 0.29455 0.203
H -0.49949 1.30604 1.40355 0.189
```

Computed properties:
lowest unoccupied orbital energy = -3.0 eV
HOMO energy = -13.80 eV
gap between HOMO and LUMO = 10.83 eV
net charge = +1
SMILES string = CC1(C)NC[C@@]2(C)[NH2+]N12



Stability ranking, top and bottom: two is the most stable and one is the least stable.



--- one ---
This record from OMol25 describes a 2-piece molecular cluster, C4H4 overall. The level of theory is ωB97M-V/def2-TZVPD.

Structure (XYZ):
```
8
Properties=species:S:1:pos:R:3:lowdin_charge:R:1
C -2.19833 1.90903 0.39483 0.194
C -1.30973 0.91839 0.44176 -0.261
C -0.33449 0.18256 0.19121 -0.105
C 0.34669 -0.94427 -0.41023 -0.099
H 1.67511 1.44688 1.14226 0.028
H -0.07203 -1.90401 -0.29606 0.082
H 1.34240 -1.14020 -0.11950 0.062
H 0.55038 -0.46838 -1.34427 0.099
```

Computed properties:
lowest unoccupied orbital energy = -2.2 eV
HOMO energy = -7.94 eV
gap between HOMO and LUMO = 5.77 eV



--- two ---
This record from OMol25 describes a 2-piece molecular cluster, C4H4 overall. The level of theory is ωB97M-V/def2-TZVPD.

Structure (XYZ):
```
8
Properties=species:S:1:pos:R:3:lowdin_charge:R:1
C -1.28010 -0.54095 0.11069 -0.054
C -2.19251 0.23501 -0.17000 -0.048
H -0.42883 -1.12759 0.36458 0.000
H -3.27384 0.80139 -0.03665 0.098
C 2.18205 -0.27211 -0.13095 -0.067
C 1.62094 0.74609 0.10590 -0.081
H 2.73759 -1.26857 -0.25469 0.064
H 0.63471 1.42673 0.01112 0.088
```

Computed properties:
lowest unoccupied orbital energy = 1.2 eV
HOMO energy = -10.46 eV
gap between HOMO and LUMO = 11.66 eV
SMILES string = C#C.C#C



Stability ranking, top and bottom: two is the most stable and one is the least stable.



--- one ---
This record from OMol25 describes one molecule with the formula C4H4. The level of theory is ωB97M-V/def2-TZVPD.

Structure (XYZ):
```
8
Properties=species:S:1:pos:R:3:lowdin_charge:R:1
C 2.10132 -0.18446 0.03257 0.090
C 0.94995 0.07333 -0.12170 -0.173
C -0.43267 0.49385 -0.13607 -0.186
C -1.53537 -0.31147 0.06188 0.046
H 3.13205 -0.60322 0.02989 0.052
H -0.46058 1.54700 -0.15005 0.076
H -2.38573 0.33036 0.18142 0.051
H -1.36895 -1.34539 0.10206 0.046
```

Computed properties:
lowest unoccupied orbital energy = 0.9 eV
HOMO energy = -9.30 eV
gap between HOMO and LUMO = 10.15 eV
SMILES string = C#CC=C



--- two ---
This record from OMol25 describes one molecule with the formula C4H4. The level of theory is ωB97M-V/def2-TZVPD.

Structure (XYZ):
```
8
Properties=species:S:1:pos:R:3:lowdin_charge:R:1
C -2.22537 -0.15904 0.04184 0.069
C -1.10247 0.16309 0.14032 -0.114
C 0.41694 0.51895 0.04185 -0.173
C 1.53901 -0.27739 0.03383 -0.014
H -3.15603 -0.50177 -0.31748 0.023
H 0.54761 1.55570 0.07566 0.049
H 1.37706 -1.43250 -0.03924 0.087
H 2.60325 0.13296 0.02322 0.073
```

Computed properties:
lowest unoccupied orbital energy = 0.9 eV
HOMO energy = -9.62 eV
gap between HOMO and LUMO = 10.54 eV
SMILES string = C#CC=C



--- three ---
This record from OMol25 describes a 2-piece molecular cluster, C4H4 overall. The level of theory is ωB97M-V/def2-TZVPD.

Structure (XYZ):
```
8
Properties=species:S:1:pos:R:3:lowdin_charge:R:1
C 0.72136 0.71088 1.27109 -0.397
C 1.12344 1.24203 2.35943 0.190
C 0.40872 0.94328 -0.24493 -0.081
C 0.31778 -0.33075 0.39834 -0.094
H -0.46136 1.56114 -0.41696 0.102
H 1.25329 1.15715 -0.89637 0.106
H 0.73688 -1.29828 0.23306 0.077
H -1.76985 -1.77737 0.92922 0.097
```

Computed properties:
lowest unoccupied orbital energy (spin up / spin down) = -1.1 / -0.7 eV
HOMO energy (spin up / spin down) = -10.45 / -8.94 eV
gap between HOMO and LUMO (spin up / spin down) = 9.38 / 8.23 eV



Stability ranking, top and bottom: one is the most stable and three is the least stable.



--- one ---
This record from OMol25 describes one molecule with the formula C4H4. The level of theory is ωB97M-V/def2-TZVPD.

Structure (XYZ):
```
8
Properties=species:S:1:pos:R:3:lowdin_charge:R:1
C 0.94541 -0.02053 -0.01563 -0.413
C 2.20277 -0.03629 0.06827 0.151
C -0.37343 0.73215 -0.05032 -0.113
C -0.40079 -0.72797 -0.04110 -0.104
H -0.61190 1.26196 0.86402 0.109
H -0.55363 1.29198 -0.95790 0.109
H -0.62877 -1.32005 -0.91107 0.102
H -0.57966 -1.18126 1.04374 0.159
```

Computed properties:
lowest unoccupied orbital energy = -0.1 eV
HOMO energy = -10.04 eV
gap between HOMO and LUMO = 9.99 eV



--- two ---
This record from OMol25 describes a 2-piece molecular cluster, C4H4 overall. The level of theory is ωB97M-V/def2-TZVPD.

Structure (XYZ):
```
8
Properties=species:S:1:pos:R:3:lowdin_charge:R:1
C -1.00872 -0.14795 -1.43782 -0.057
C -0.25484 -1.26612 -1.55992 -0.068
C 0.03427 -0.36288 -0.51745 -0.006
C 0.69896 1.38143 1.72466 0.137
H -1.87795 0.40903 -1.82518 0.106
H -0.08307 -2.19197 -2.15634 0.109
H 1.70343 1.66131 1.68002 -0.111
H 0.52335 0.82245 2.59191 -0.109
```

Computed properties:
lowest unoccupied orbital energy (spin up / spin down) = 0.3 / 0.4 eV
HOMO energy (spin up / spin down) = -8.06 / -8.34 eV
gap between HOMO and LUMO (spin up / spin down) = 8.32 / 8.71 eV



--- three ---
This record from OMol25 describes a 3-piece molecular cluster, C4H4 overall. The level of theory is ωB97M-V/def2-TZVPD.

Structure (XYZ):
```
8
Properties=species:S:1:pos:R:3:lowdin_charge:R:1
C 1.48643 0.26936 -1.32025 -0.151
C 0.78932 -0.91163 -1.16500 0.028
C -0.21200 0.09278 -0.76948 -0.113
C 0.88102 0.62745 -0.13870 -0.139
H 2.14725 0.88257 -1.90321 0.122
H -1.23637 -1.02937 0.31350 -0.006
H -1.68576 -1.82507 0.43559 0.085
H 1.11801 1.01319 0.94783 0.174
```

Computed properties:
lowest unoccupied orbital energy = 0.6 eV
HOMO energy = -9.14 eV
gap between HOMO and LUMO = 9.72 eV



Stability ranking, top and bottom: one is the most stable and two is the least stable.



--- one ---
This record from OMol25 describes a 2-piece molecular cluster, C5H10N3O overall. The level of theory is ωB97M-V/def2-TZVPD.

Structure (XYZ):
```
19
Properties=species:S:1:pos:R:3:lowdin_charge:R:1
C -0.04872 -1.41202 1.14183 0.040
C 0.18848 0.04353 1.07410 -0.147
C 0.25463 1.07909 2.09399 0.011
C 0.94704 1.60802 -0.67107 0.053
C -2.51887 -2.62186 -1.96589 -0.068
N 0.51188 -0.89973 -0.88122 0.067
N 0.49446 0.28200 -0.22122 -0.037
N 0.10527 -1.85691 -0.09905 0.075
O -1.69467 -1.81517 -1.62768 -0.050
H -0.17757 -2.16938 1.86731 0.120
H -0.16465 1.99872 1.89486 0.074
H -0.13031 0.68877 2.96314 0.077
H 1.30134 1.25516 2.32663 0.124
H 0.73208 1.96333 -1.75877 0.150
H 0.47365 2.30669 -0.04677 0.068
H 2.01930 1.59100 -0.55349 0.108
H -2.23993 -3.22756 -2.90501 0.116
H -3.36949 -2.93854 -1.42295 0.075
H 0.37726 -0.90034 -1.83270 0.145
```

Computed properties:
lowest unoccupied orbital energy = -3.8 eV
HOMO energy = -13.60 eV
gap between HOMO and LUMO = 9.84 eV
net charge = +1



--- two ---
This record from OMol25 describes an isolated ion of composition C5H10N3O and charge +1. The level of theory is ωB97M-V/def2-TZVPD.

Structure (XYZ):
```
19
Properties=species:S:1:pos:R:3:lowdin_charge:R:1
C -0.81272 -0.93811 0.82425 -0.463
C 2.14202 0.98687 -0.03621 -0.041
C 0.85856 0.28437 -0.15596 -0.419
C -1.41869 -2.07833 1.60601 0.033
C -0.54554 1.29339 -1.94087 -0.021
N -1.60922 -0.08543 0.37171 0.308
N 0.48632 -0.71149 0.82321 0.175
N -0.34101 1.01711 -0.56434 0.030
O 1.94308 0.03378 -1.03278 0.054
H 2.39485 1.97019 -0.53078 0.155
H 2.87294 0.70518 0.69108 0.119
H -0.72777 -2.41622 2.32257 0.071
H -1.92168 -2.99339 1.21440 0.124
H -2.18249 -1.58684 2.18514 0.091
H -0.27814 2.30165 -2.13436 0.090
H 0.08944 0.64839 -2.61770 0.131
H -1.67740 1.18558 -2.20122 0.150
H 1.32353 -1.37300 1.10931 0.246
H -0.59608 1.75629 0.06652 0.169
```

Computed properties:
lowest unoccupied orbital energy = -4.9 eV
HOMO energy = -14.42 eV
gap between HOMO and LUMO = 9.48 eV
net charge = +1



Stability ranking, top and bottom: one is the most stable and two is the least stable.



--- one ---
This record from OMol25 describes one molecule with the formula C6H11NS. The level of theory is ωB97M-V/def2-TZVPD.

Structure (XYZ):
```
19
Properties=species:S:1:pos:R:3:lowdin_charge:R:1
C -1.61992 -1.70651 -0.12769 -0.077
C -0.53916 -0.70294 -0.28917 -0.332
C -0.91792 0.56625 0.34194 -0.309
N -0.26415 1.81465 0.05118 -0.041
C 1.04519 1.46697 -0.44190 -0.246
C 1.42071 0.41295 0.59567 -0.575
S 2.75982 -0.80472 -0.02443 0.677
C 0.18511 -0.15688 0.92639 -0.274
H -1.24805 -2.66856 -0.56373 0.068
H -1.76799 -1.98208 1.01618 0.120
H -2.56697 -1.06861 -0.77574 0.171
H -0.27555 -0.34635 -1.28635 0.136
H -1.93607 0.72052 0.75851 0.163
H -0.81261 2.44877 -0.72262 0.183
H 1.40464 2.40124 -0.36833 0.078
H 1.01890 0.93730 -1.47493 0.130
H 2.19718 0.86982 1.36344 0.128
H 1.79414 -1.56464 -0.75019 -0.101
H 0.12269 -0.63718 1.77177 0.101
```

Computed properties:
lowest unoccupied orbital energy = 0.9 eV
HOMO energy = -8.60 eV
gap between HOMO and LUMO = 9.48 eV
SMILES string = C[C@H]1[C@@H]2NC[C@H](S)[C@H]12



--- two ---
This record from OMol25 describes one molecule with the formula C6H11NS. The level of theory is ωB97M-V/def2-TZVPD.

Structure (XYZ):
```
19
Properties=species:S:1:pos:R:3:lowdin_charge:R:1
C -0.56816 -0.53599 2.16697 -0.046
C -0.37923 0.23081 0.89718 -0.423
C -0.74440 1.50936 0.74885 -0.359
S -0.17337 2.12281 -0.81295 0.877
N 0.12179 0.51851 -1.53109 -0.425
C -0.91415 -0.01148 -2.36498 -0.197
C 0.44614 -0.35391 -0.16046 -0.341
C 1.92328 -0.48542 0.06956 -0.060
H -1.31678 -1.30691 2.09597 0.073
H -0.96766 0.32877 2.75726 0.085
H 0.37479 -0.89852 2.62068 0.090
H -1.38489 2.09263 1.48239 0.103
H -0.97871 0.70347 -3.15634 0.063
H -0.62984 -0.95395 -2.77798 0.066
H -1.88529 -0.26202 -1.83165 0.100
H 0.00222 -1.31930 -0.40379 0.134
H 2.22305 -1.44601 -0.22410 0.047
H 2.34465 -0.11833 1.07603 0.112
H 2.50655 0.18546 -0.65154 0.101
```

Computed properties:
lowest unoccupied orbital energy = 0.9 eV
HOMO energy = -7.87 eV
gap between HOMO and LUMO = 8.81 eV
SMILES string = CC1=CSN(C)[C@H]1C



--- three ---
This record from OMol25 describes one molecule with the formula C6H11NS. The level of theory is ωB97M-V/def2-TZVPD.

Structure (XYZ):
```
19
Properties=species:S:1:pos:R:3:lowdin_charge:R:1
C 0.23537 -0.36512 2.07697 0.065
C 0.02502 -0.26968 0.77447 -0.399
C 0.41059 -1.35188 -0.19701 -0.241
C 1.35606 -0.80331 -1.27599 -0.089
C -0.71623 0.84480 0.15910 -0.497
C 0.10692 2.06306 -0.14390 -0.051
N -1.92133 0.87181 -0.38208 -0.261
S -2.68251 -0.67366 -0.01658 0.681
H -0.06113 0.43162 2.91226 0.123
H 0.70877 -1.25565 2.47647 0.060
H -0.43213 -1.85553 -0.65465 0.063
H 0.97149 -2.08942 0.42597 0.120
H 1.73581 -1.51273 -1.95272 0.052
H 0.79255 -0.03842 -1.88118 0.092
H 2.13688 -0.32842 -0.68439 0.077
H 0.34695 2.36021 0.84750 0.058
H -0.42344 2.79651 -0.87757 0.121
H 1.15222 1.74560 -0.54974 0.100
H -3.74186 -0.56979 -1.05694 -0.074
```

Computed properties:
lowest unoccupied orbital energy = 0.9 eV
HOMO energy = -8.53 eV
gap between HOMO and LUMO = 9.38 eV
SMILES string = C=C(CC)/C(C)=N\S



Stability ranking, top and bottom: two is the most stable and one is the least stable.